{"formula": "C22H39FN6O2", "method": "ωB97M-V/def2-TZVPD", "symbols": ["H", "N", "C", "C", "C", "C", "C", "N", "C", "C", "C", "F", "C", "C", "N", "C", "C", "C", "N", "C", "C", "C", "H", "H", "H", "H", "H", "H", "H", "H", "H", "H", "H", "H", "H", "H", "H", "H", "H", "H", "H", "H", "H", "H", "H", "H", "C", "N", "C", "C", "O", "H", "H", "H", "H", "H", "H", "H", "C", "N", "C", "C", "O", "H", "H", "H", "H", "H", "H", "H"], "positions_angstrom": [[-1.57918, -0.70698, -0.31024], [-2.59507, -0.69753, -0.19134], [-3.00827, 0.49248, -0.25245], [-4.49453, 0.71975, -0.05030], [-2.12486, 1.72477, -0.46051], [-1.37538, 1.83554, -1.82338], [-1.57639, 0.67825, -2.70205], [-1.87031, -0.26731, -3.32062], [-1.81268, 3.12210, -2.56763], [-2.90069, 2.92726, -3.61456], [-4.21076, 2.39685, -3.10830], [-3.15863, 4.20936, -4.10960], [0.17593, 1.92944, -1.58239], [0.53783, 0.70872, -0.86111], [0.77989, -0.29459, -0.30775], [0.53767, 3.19257, -0.76856], [1.81291, 3.08871, 0.01901], [2.11986, 4.03339, 0.90923], [0.84657, 1.96633, -2.88460], [2.13231, 1.26437, -2.97744], [2.87560, 1.83563, -4.18572], [4.17544, 1.07566, -4.47220], [-4.71011, 1.75719, -0.28051], [-5.08302, 0.07016, -0.68155], [-4.72647, 0.59113, 1.00061], [-2.76224, 2.58703, -0.32468], [-1.43744, 1.74478, 0.38024], [-0.98050, 3.57648, -3.09229], [-2.17131, 3.87886, -1.87787], [-2.51720, 2.37102, -4.46191], [-4.10186, 1.37743, -2.75686], [-4.87809, 2.33149, -3.96182], [-4.66405, 3.03761, -2.36264], [0.57794, 4.04704, -1.42817], [-0.24010, 3.43611, -0.03941], [2.48914, 2.24793, -0.06324], [1.33797, 4.46396, 1.52217], [3.13881, 4.34575, 1.05951], [1.02984, 2.91989, -3.15796], [2.79071, 1.41932, -2.12638], [1.97573, 0.21352, -3.19813], [2.23237, 1.92145, -5.05459], [3.17315, 2.84766, -3.89902], [4.95175, 1.74489, -4.81683], [3.98772, 0.31018, -5.21675], [4.53287, 0.60595, -3.56178], [-1.52056, -5.24644, -0.01200], [-1.22013, -4.86955, 1.35711], [-0.38089, -3.89591, 1.79224], [0.34894, -3.08611, 0.75005], [-0.23521, -3.69604, 2.99110], [-2.58926, -5.12659, -0.19534], [-1.25450, -6.29370, -0.16748], [-0.97206, -4.63397, -0.71828], [-1.67538, -5.37112, 2.10250], [0.97311, -2.35258, 1.24285], [0.98375, -3.73384, 0.14295], [-0.36024, -2.56548, 0.11203], [1.86463, -3.28507, 5.09481], [2.68732, -4.01874, 6.04986], [2.99832, -3.68453, 7.32636], [2.43508, -2.38846, 7.86096], [3.70651, -4.41070, 8.00838], [1.02967, -3.90317, 4.78636], [2.46617, -3.04779, 4.21588], [1.48529, -2.36440, 5.52378], [3.09313, -4.89219, 5.75636], [2.76813, -2.25933, 8.88601], [2.79032, -1.54456, 7.26865], [1.34498, -2.41132, 7.84725]], "forces_ev_per_a": [[-0.047, -0.268, -0.004], [0.596, 0.022, -0.037], [-0.640, -0.195, 0.058], [0.731, 0.857, -0.025], [-0.655, -0.715, 0.078], [0.300, 0.812, 0.128], [-1.034, -2.225, -0.993], [0.817, 1.952, 1.076], [-0.166, -0.046, -0.399], [-0.011, 0.523, 0.361], [-0.008, -0.513, -0.636], [0.040, 0.402, -0.191], [-0.126, 0.804, -0.424], [0.811, -2.566, 1.371], [-0.474, 2.647, -1.315], [-0.571, -1.147, 1.424], [0.172, 0.424, 0.154], [-0.172, -0.256, 0.133], [0.413, -0.700, 0.254], [-0.009, 0.288, -1.533], [0.728, 0.471, 0.710], [-0.646, 0.007, -0.022], [-0.381, 0.110, -0.134], [-0.136, -0.255, 0.040], [-0.184, -0.309, 0.151], [-0.009, 0.316, -0.131], [0.352, -0.093, -0.031], [0.202, -0.067, -0.136], [-0.039, -0.021, 0.322], [0.000, -0.385, -0.054], [0.004, -0.126, 0.292], [-0.254, 0.094, -0.067], [0.072, 0.132, 0.232], [0.156, 0.091, -0.323], [-0.248, 0.014, -0.070], [0.507, 0.309, -1.161], [-0.132, 1.096, -0.689], [0.316, -0.667, 0.969], [-0.178, 0.227, 0.146], [-0.068, -0.272, 0.344], [-0.156, -0.307, 0.502], [-0.139, -0.157, -0.142], [-0.179, 0.265, -0.132], [0.161, 0.062, -0.249], [0.223, -0.226, -0.080], [0.132, -0.166, 0.125], [-0.182, -0.187, 0.384], [0.168, 0.117, -0.127], [-0.027, -0.012, 0.105], [-0.028, -0.254, 0.201], [-0.068, 0.019, -0.162], [0.030, 0.020, -0.161], [0.005, 0.025, -0.152], [0.014, 0.045, 0.031], [-0.040, -0.010, -0.003], [-0.029, 0.010, 0.091], [-0.063, 0.048, -0.115], [0.036, -0.062, -0.123], [0.360, -0.510, 0.109], [-0.064, 0.356, 0.168], [0.130, -0.188, -0.006], [0.018, 0.004, 0.061], [-0.018, 0.062, 0.055], [-0.103, 0.140, -0.100], [-0.144, 0.118, -0.065], [0.025, -0.002, 0.053], [-0.018, -0.031, -0.029], [0.053, -0.088, 0.000], [-0.122, 0.033, -0.028], [-0.002, 0.104, -0.077]], "total_energy_ev": -39197.544, "e_homo_ev": -8.86, "homo_lumo_gap_ev": 9.176}


{"formula": "C2H3LiO2Rh", "method": "ωB97M-V/def2-TZVPD", "symbols": ["H", "O", "C", "C", "O", "Rh", "Li", "H", "H"], "positions_angstrom": [[1.08812, -1.39942, -0.03083], [1.91591, -0.82179, -0.49485], [1.01758, 0.10474, -0.73618], [-0.18289, -0.41733, -0.30098], [-1.22660, 0.21066, 0.20123], [-2.23333, 1.86999, 0.82486], [-1.22014, 0.61284, 2.15195], [1.33889, 1.13739, -0.76543], [-0.49753, -1.29708, -0.84978]], "forces_ev_per_a": [[4.271, -1.039, -0.924], [-3.690, -0.347, 0.436], [3.340, 0.635, 1.773], [-3.305, 0.481, -1.272], [-0.271, 1.699, 1.120], [-1.995, 1.925, -2.896], [1.673, -2.501, 2.759], [0.163, 0.323, -1.051], [-0.187, -1.176, 0.055]], "spin_multiplicity": 5, "total_energy_ev": -9386.541, "e_homo_ev": [-24.64, -27.36], "homo_lumo_gap_ev": [7.972, 7.678], "total_charge": 3}


{"formula": "C36H35FN3Re", "method": "ωB97M-V/def2-TZVPD", "symbols": ["Re", "C", "C", "C", "C", "C", "C", "H", "H", "H", "H", "H", "H", "C", "C", "N", "C", "C", "C", "C", "C", "C", "C", "C", "C", "N", "C", "H", "H", "H", "H", "H", "H", "H", "H", "C", "C", "C", "C", "C", "C", "C", "C", "C", "C", "C", "C", "N", "C", "C", "C", "C", "C", "C", "F", "H", "H", "H", "H", "H", "H", "H", "H", "H", "H", "H", "H", "H", "H", "H", "H", "H", "H", "H", "H", "H"], "positions_angstrom": [[0.29324, 0.51069, 0.37420], [0.96894, 3.98909, 1.36930], [0.98774, 3.06819, 2.41010], [-0.07536, 2.18649, 2.59160], [-1.16856, 2.21069, 1.69940], [-1.18766, 3.17549, 0.67530], [-0.12066, 4.04799, 0.50640], [1.78224, 4.69029, 1.26730], [1.79994, 3.08049, 3.12180], [-0.10476, 1.56809, 3.47980], [-2.08246, 1.68229, 1.94470], [-2.07756, 3.27509, 0.07230], [-0.15516, 4.80339, -0.26350], [3.13264, -0.44951, 3.67240], [1.97524, -0.33171, 2.90340], [1.97194, 0.16179, 1.67580], [3.15274, 0.53539, 1.12280], [4.37044, 0.48119, 1.83930], [4.33234, -0.02511, 3.15040], [5.57024, 0.90319, 1.20120], [5.57154, 1.30039, -0.09610], [4.37474, 1.28729, -0.86620], [4.35324, 1.57399, -2.24290], [3.16684, 1.44599, -2.92830], [2.00644, 1.08719, -2.24060], [1.97974, 0.86859, -0.93300], [3.15544, 0.92779, -0.24740], [3.06964, -0.87571, 4.66120], [1.03304, -0.65701, 3.31880], [5.24484, -0.09321, 3.72210], [6.48474, 0.87959, 1.77150], [6.48564, 1.60629, -0.58160], [5.26474, 1.86749, -2.74340], [3.11364, 1.61419, -3.99250], [1.08044, 0.97279, -2.78720], [-2.78666, -3.23241, 1.47540], [-2.70326, -1.74111, 1.85940], [-1.38046, -1.40971, 2.53990], [-3.12466, -0.84101, 0.71740], [-4.47276, -0.47651, 0.72470], [-5.02606, 0.30699, -0.27010], [-4.23896, 0.70379, -1.33590], [-2.89306, 0.35419, -1.42740], [-2.20046, 0.77689, -2.70360], [-1.35166, 2.02809, -2.47190], [-1.38996, -0.29731, -3.42560], [-2.30996, -0.38841, -0.36650], [-0.94936, -0.79711, -0.46300], [-0.70826, -2.06771, -0.92050], [-1.71906, -2.87691, -1.48740], [-1.43666, -4.13891, -1.95980], [-0.15016, -4.66271, -1.87520], [0.86934, -3.90451, -1.30800], [0.58014, -2.64131, -0.85690], [1.55944, -1.87691, -0.27950], [-2.90046, -3.82641, 2.37730], [-1.88836, -3.56711, 0.96360], [-3.64376, -3.42931, 0.83890], [-3.46636, -1.60211, 2.63400], [-0.54136, -1.33631, 1.82890], [-1.13596, -2.20941, 3.23540], [-1.48406, -0.48851, 3.11150], [-5.10336, -0.81271, 1.53470], [-6.06766, 0.58409, -0.23440], [-4.68756, 1.25829, -2.14570], [-2.99906, 1.06789, -3.39400], [-0.64466, 1.84799, -1.64210], [-1.96996, 2.88579, -2.22430], [-0.80096, 2.27299, -3.37720], [-0.43466, -0.50421, -2.94530], [-1.19056, 0.05139, -4.43660], [-1.94396, -1.22791, -3.50160], [-2.72096, -2.48221, -1.54900], [-2.22466, -4.72561, -2.40280], [0.05874, -5.65351, -2.24480], [1.87194, -4.28951, -1.22050]], "forces_ev_per_a": [[-0.917, -0.320, -0.407], [0.139, -0.287, 0.343], [0.220, 0.262, -0.225], [-0.089, -0.382, -0.227], [0.092, -0.139, 0.037], [0.076, 0.095, -0.095], [-0.341, -0.219, -0.135], [0.086, 0.103, -0.042], [0.104, -0.047, 0.042], [-0.047, -0.110, -0.079], [0.051, -0.181, -0.091], [-0.009, -0.052, -0.115], [-0.031, 0.068, -0.094], [0.068, 0.053, -0.189], [-0.094, -0.269, 0.633], [-0.869, -0.204, -0.876], [0.807, 0.096, -0.065], [-0.698, 0.044, -0.328], [-0.221, -0.017, -0.054], [0.169, 0.137, -0.358], [0.126, -0.094, 0.395], [-0.681, -0.185, 0.268], [-0.360, -0.049, -0.004], [0.126, -0.037, 0.143], [-0.150, 0.167, -0.552], [-0.927, -0.177, 0.711], [0.796, 0.061, 0.020], [-0.043, -0.004, 0.078], [-0.128, 0.038, -0.082], [0.116, -0.013, 0.108], [0.155, 0.020, 0.050], [0.120, 0.017, -0.003], [0.060, 0.009, -0.081], [-0.030, 0.013, -0.070], [-0.014, 0.061, 0.134], [0.132, 0.200, 0.118], [-0.080, -0.398, 0.131], [-0.044, -0.044, -0.112], [0.073, 0.330, -0.075], [0.375, 0.104, -0.046], [0.182, -0.006, -0.124], [0.160, -0.162, 0.129], [-0.224, -0.009, 0.006], [0.305, 0.198, -0.115], [-0.167, -0.254, -0.064], [-0.124, 0.117, -0.069], [-1.420, 0.738, 0.055], [2.570, 1.449, 1.185], [0.566, -1.358, -0.191], [0.148, 0.181, 0.102], [-0.073, 0.103, -0.037], [0.003, 0.329, 0.128], [0.106, 0.159, 0.041], [-0.170, 0.281, 0.144], [-0.408, -0.191, -0.204], [0.023, -0.094, 0.090], [0.073, -0.084, -0.019], [-0.117, -0.035, -0.065], [0.081, 0.054, -0.167], [-0.161, -0.149, 0.274], [0.112, -0.019, 0.140], [0.171, 0.169, 0.050], [0.026, -0.074, 0.103], [-0.127, 0.014, 0.024], [-0.016, 0.093, -0.087], [0.065, -0.058, 0.132], [0.007, 0.172, -0.166], [-0.006, 0.115, 0.156], [0.184, 0.087, -0.021], [0.053, -0.063, -0.013], [0.075, -0.034, -0.083], [0.002, -0.089, -0.094], [-0.110, -0.020, -0.028], [-0.111, -0.067, -0.034], [0.049, -0.117, -0.022], [0.155, -0.028, 0.035]], "spin_multiplicity": 2, "total_energy_ev": -47190.606, "e_homo_ev": [-16.88, -16.95], "homo_lumo_gap_ev": [5.504, 5.718], "total_charge": 3}